Record 1
The following is a DFT calculation (ωB97M-V with the def2-TZVPD basis set) of a 2-piece molecular cluster, C4H8O2 overall.

- M: 88.11 g/mol
- Energy relative to the best compared isomer or geometry (same formula, charge and spin): 381.8 kJ/mol
- Max |F|: 0.5 eV/Å

Atoms and positions in Å:
O: -0.14335 2.02167 0.60380
C: 0.42710 0.86508 0.94310
C: 1.49272 0.13359 0.95947
C: 0.24896 -0.42160 1.65860
H: -1.05968 2.01362 0.91046
H: 2.54925 -0.00852 0.80737
H: 0.20683 -0.41512 2.75273
H: -0.30343 -1.24694 1.19641
C: -0.85544 -0.39882 -1.79081
O: 0.11369 -1.32298 -1.35601
H: -1.39747 0.08528 -0.96100
H: -1.57955 -0.96168 -2.38402
H: -0.42861 0.39550 -2.41970
H: 0.83178 -0.81886 -0.94730



Record 2
The following is a DFT calculation (ωB97M-V with the def2-TZVPD basis set) of the molecule C4H8O2.

- M: 88.11 g/mol
- Energy relative to the best compared isomer or geometry (same formula, charge and spin): 523.1 kJ/mol
- Max |F|: 0.5 eV/Å

Atoms and positions in Å:
C: 0.99218 0.31973 0.58249
C: 1.11666 -1.03696 -0.07987
O: -0.07439 -1.67206 0.37544
C: -1.06514 -0.71647 0.23154
O: -0.42666 0.57998 0.42804
C: -0.59557 1.59017 -0.95344
H: 1.21731 0.28300 1.65200
H: 1.50558 1.12988 0.06847
H: 1.10493 -0.92182 -1.17149
H: 1.96991 -1.63258 0.24512
H: -1.82480 -0.85305 1.00355
H: -1.49080 -0.69605 -0.77729
H: -0.74032 2.51779 -0.36378
H: -1.64165 1.30284 -1.18405



Record 3
The following is a DFT calculation (ωB97M-V with the def2-TZVPD basis set) of a 2-piece molecular cluster, C4H8O2 overall.

- M: 88.11 g/mol
- Energy relative to the best compared isomer or geometry (same formula, charge and spin): 338.4 kJ/mol
- Max |F|: 0.4 eV/Å

Atoms and positions in Å:
O: -1.63047 -0.12947 0.29208
C: -0.62544 -0.75543 1.07709
C: 0.69476 -0.88843 0.31966
C: 0.73577 -0.75378 -1.17963
C: 1.28258 0.20755 -0.50357
H: -1.48935 -0.43281 -0.61839
H: -0.96971 -1.75392 1.38715
H: -0.51446 -0.14356 1.98072
H: 1.38757 -1.57544 0.81403
H: 0.56806 -1.22006 -2.13876
H: 1.87412 1.10644 -0.47198
O: -0.29932 2.30184 0.12640
H: -0.91287 1.55414 0.26144
H: -0.27877 2.38731 -0.83414



Record 4
The following is a DFT calculation (ωB97M-V with the def2-TZVPD basis set) of the molecule C4H8O2.

- M: 88.11 g/mol
- Energy relative to the best compared isomer or geometry (same formula, charge and spin): 186.7 kJ/mol
- Max |F|: 0.3 eV/Å

Atoms and positions in Å:
O: -0.74068 -1.02271 -1.36113
C: -1.42359 -0.17429 -0.46661
C: -0.52208 0.31826 0.65985
C: 0.62817 -0.59104 1.00025
C: 0.87836 0.72147 0.32346
O: 1.23957 0.76535 -1.04115
H: 0.02279 -0.49661 -1.65446
H: -2.25095 -0.75533 -0.04533
H: -1.85096 0.68460 -1.00338
H: -1.01730 0.88361 1.44972
H: 0.64293 -1.45787 0.34746
H: 0.96247 -0.75498 2.01808
H: 1.32218 1.52464 0.90704
H: 2.10907 0.35490 -1.13380



Record 5
The following is a DFT calculation (ωB97M-V with the def2-TZVPD basis set) of the molecule C4H8O2.

- M: 88.11 g/mol
- Energy relative to the best compared isomer or geometry (same formula, charge and spin): 105.1 kJ/mol
- Max |F|: 0.5 eV/Å

Atoms and positions in Å:
C: -1.65945 -0.25058 -0.45260
C: -0.29775 0.38677 -0.22360
O: -0.37799 1.44276 0.72147
C: 0.70854 -0.63410 0.28005
C: 2.13603 -0.11751 0.34760
O: 3.04461 -0.78175 0.78557
H: -2.35930 0.46892 -0.89236
H: -1.57648 -1.10243 -1.13484
H: -2.07389 -0.60114 0.49912
H: 0.08819 0.78010 -1.18031
H: -1.06530 2.04942 0.41249
H: 0.67935 -1.51293 -0.37917
H: 0.42312 -1.03792 1.25937
H: 2.33032 0.91040 -0.04279



Record 6
The following is a DFT calculation (ωB97M-V with the def2-TZVPD basis set) of a 2-piece molecular cluster, C4H8O2 overall at a distorted geometry.

- M: 88.11 g/mol
- Energy relative to the best compared isomer or geometry (same formula, charge and spin): 350.4 kJ/mol
- Max |F|: 4.9 eV/Å

Atoms and positions in Å:
C: -2.33242 0.42736 0.76183
C: -1.23196 0.61274 0.06675
C: -0.78868 1.95907 -0.37372
C: 1.88528 -1.85995 -0.05693
O: 1.90242 -2.38953 -1.18636
O: 3.11127 -1.95203 0.53142
H: -2.58265 -0.48161 1.28031
H: -3.08012 1.22297 0.85668
H: 0.22026 2.18074 -0.30500
H: -1.39462 2.77470 0.13253
H: -1.10650 1.90951 -1.53336
H: -0.58290 -0.23408 -0.06774
H: 2.81983 -2.69018 -1.47183
H: 3.16080 -1.47971 1.36542



Record 7
The following is a DFT calculation (ωB97M-V with the def2-TZVPD basis set) of C4H8O2 as an isolated structure at a distorted geometry.

- M: 88.11 g/mol
- Energy relative to the best compared isomer or geometry (same formula, charge and spin): 236.4 kJ/mol
- Max |F|: 1.2 eV/Å

Atoms and positions in Å:
O: -1.33018 1.33285 -1.15386
C: -0.86857 0.91485 0.12297
C: -0.22848 -0.49714 0.23128
C: 0.70873 -0.70871 -0.93609
O: 1.83214 -0.27169 -0.14159
C: 1.06416 -0.43916 1.06095
H: -2.28590 1.25387 -1.24563
H: -1.64136 0.80184 0.87192
H: -0.11520 1.67033 0.38879
H: -0.92853 -1.30442 0.49886
H: 0.81490 -1.74402 -1.28066
H: 0.47247 -0.04214 -1.76991
H: 1.34125 -1.36639 1.58789
H: 1.16456 0.39991 1.76508



Record 8
The following is a DFT calculation (ωB97M-V with the def2-TZVPD basis set) of a 2-piece molecular cluster, C4H8O2 overall.

- M: 88.11 g/mol
- Energy relative to the best compared isomer or geometry (same formula, charge and spin): 252.6 kJ/mol
- Max |F|: 0.6 eV/Å

Atoms and positions in Å:
O: -2.45740 -0.60738 0.21964
C: -1.66549 -0.00277 0.90249
C: -0.64004 0.97405 0.37004
C: 0.73870 0.39798 0.57201
C: 1.47192 -0.07157 -0.43780
O: 2.69370 -0.64831 -0.35323
H: -1.62589 -0.17053 2.00145
H: -0.84727 1.15111 -0.68998
H: -0.74350 1.92610 0.90906
H: 1.11539 0.33116 1.59363
H: 1.13641 -0.02554 -1.47071
H: 2.94496 -0.71843 0.57805
H: -0.82433 -1.34746 -2.37422
H: -1.29715 -1.18840 -1.82043



Record 9
The following is a DFT calculation (ωB97M-V with the def2-TZVPD basis set) of the molecule C4H8O2.

- M: 88.11 g/mol
- Energy relative to the best compared isomer or geometry (same formula, charge and spin): 343.7 kJ/mol
- Max |F|: 0.3 eV/Å

Atoms and positions in Å:
C: 1.34651 -0.73019 0.34458
C: 0.13300 -0.50509 -0.51368
O: -1.08708 -1.39857 0.24895
C: -0.60707 0.75644 -0.51527
C: -0.33473 1.83356 0.41063
O: 0.38909 1.81349 1.39802
H: 1.62949 -1.78624 0.35318
H: 2.16977 -0.14363 -0.07770
H: 1.17921 -0.36570 1.35655
H: 0.19362 -0.99678 -1.48819
H: -1.54662 -1.95907 -0.40166
H: -1.48271 -0.32149 0.16571
H: -1.07802 1.04292 -1.45485
H: -0.90446 2.76036 0.17371